The following is a DFT calculation (ωB97M-V/def2-TZVPD) of a cluster of 13 separate species, C52H139N17O19 in total in a non-equilibrium geometry.

HOMO level: -7.9 eV
E_LUMO: 0.29 eV
net charge: 0
gap between HOMO and LUMO: 8.24 eV

Each atom is followed by the atoms it is bonded to, with distances in Å.
Cartesian coordinates (Å):
1 C 1.8081 4.4881 1.4705  O2 1.249, N3 1.347, N4 1.356
2 O 2.4885 5.3979 0.9527  C1 1.249
3 N 1.2056 4.6418 2.6649  C1 1.347, H5 1.033, H6 1.001
4 N 1.5860 3.3104 0.8353  C1 1.356, H7 1.057, H8 1.001
5 H 0.8825 3.7764 3.1275  N3 1.033
6 H 1.3738 5.4765 3.1910  N3 1.001
7 H 2.2819 3.0682 0.0779  N4 1.057
8 H 1.1512 2.5134 1.2575  N4 1.001
9 C 4.2759 3.6989 -1.8605  O10 1.219, N11 1.413, N12 1.373
10 O 3.4990 2.8183 -1.5328  C9 1.219
11 N 4.9139 3.6352 -3.1200  C9 1.413, H13 0.985, H14 1.041
12 N 4.4749 4.8438 -1.1299  C9 1.373, H15 1.025, H16 0.964
13 H 4.7197 2.7606 -3.5298  N11 0.985
14 H 5.8863 3.9845 -3.2464  N11 1.041
15 H 3.7439 5.1115 -0.4636  N12 1.025
16 H 4.9419 5.5761 -1.5488  N12 0.964
17 C -1.7497 0.7695 -7.1456  O18 1.219, N19 1.362, N20 1.406
18 O -0.6062 0.4287 -7.3953  C17 1.219
19 N -2.4140 0.2472 -6.0773  C17 1.362, H21 1.052, H22 1.003
20 N -2.5189 1.5949 -7.9840  C17 1.406, H23 0.991, H24 0.986
21 H -3.4657 0.2318 -6.0428  N19 1.052
22 H -2.0472 -0.5044 -5.5228  N19 1.003
23 H -1.9427 2.1922 -8.5247  N20 0.991
24 H -3.4116 1.9655 -7.7898  N20 0.986
25 C -0.2394 0.9331 3.6648  O26 1.251, N27 1.355, N28 1.384
26 O 0.1425 2.0437 3.2327  C25 1.251
27 N -1.4741 0.4878 3.3267  C25 1.355, H29 1.020, H30 1.025
28 N 0.5841 0.1476 4.4522  C25 1.384, H31 1.042, H32 1.043
29 H -1.7409 -0.4477 3.6335  N27 1.020
30 H -2.1216 1.0722 2.7888  N27 1.025
31 H 1.5385 0.5252 4.6293  N28 1.042
32 H 0.2561 -0.7416 4.8875  N28 1.043
33 C -4.0925 2.6953 -4.6329  C34 1.539, H39 1.075, H40 1.116, H41 1.114
34 C -5.1547 1.5833 -4.5682  C33 1.539, C35 1.515, N38 1.496, H42 1.064
35 C -6.3710 2.1495 -3.8653  C34 1.515, O36 1.371, H43 1.086, H44 1.125
36 O -7.3604 1.2258 -3.6500  C35 1.371, C37 1.466
37 C -8.3654 1.6705 -2.6802  O36 1.466, H45 1.085, H46 1.103, H47 1.091
38 N -5.4916 1.0736 -5.9333  C34 1.496, H48 1.042, H49 0.974
39 H -4.4758 3.4731 -5.2685  C33 1.075
40 H -3.1038 2.3562 -5.0242  C33 1.116
41 H -3.7086 3.1452 -3.6883  C33 1.114
42 H -4.7611 0.7637 -4.0160  C34 1.064
43 H -6.7432 3.0402 -4.3637  C35 1.086
44 H -5.9606 2.5261 -2.8880  C35 1.125
45 H -7.9609 1.5854 -1.6773  C37 1.085
46 H -9.2817 1.0673 -2.7987  C37 1.103
47 H -8.6628 2.6871 -2.9432  C37 1.091
48 H -5.7411 1.8520 -6.5799  N38 1.042
49 H -6.2239 0.4385 -5.8404  N38 0.974
50 C 2.0983 -6.3559 -0.5157  C51 1.511, H56 1.054, H57 1.071, H58 1.111
51 C 1.6499 -4.9602 -0.1485  C50 1.511, C52 1.541, N55 1.449, H59 1.062
52 C 1.5868 -4.7302 1.3736  C51 1.541, O53 1.411, H60 1.109, H61 1.074
53 O 1.2582 -3.3771 1.6015  C52 1.411, C54 1.391
54 C 0.8520 -3.0549 2.8928  O53 1.391, H62 1.102, H63 1.111, H64 1.077
55 N 2.5522 -3.9306 -0.6238  C51 1.449, H65 0.996, H66 1.022
56 H 3.1358 -6.4874 -0.3813  C50 1.054
57 H 1.8837 -6.4627 -1.5591  C50 1.071
58 H 1.5121 -7.1619 -0.0252  C50 1.111
59 H 0.6621 -4.8990 -0.5348  C51 1.062
60 H 2.6081 -4.8756 1.7813  C52 1.109
61 H 0.9298 -5.3508 1.9547  C52 1.074
62 H 1.6419 -3.3667 3.5956  C54 1.102
63 H -0.1198 -3.5227 3.1583  C54 1.111
64 H 0.7517 -1.9847 2.9579  C54 1.077
65 H 2.9397 -4.1105 -1.5235  N55 0.996
66 H 2.1366 -2.9968 -0.6120  N55 1.022
67 C -1.3525 -1.1213 -2.7349  C68 1.506, H73 1.063, H74 1.076, H75 1.061
68 C -0.3460 -1.6356 -1.7390  C67 1.506, C69 1.578, N72 1.430, H76 1.132
69 C 0.5612 -0.4629 -1.2001  C68 1.578, O70 1.448, H77 1.108, H78 1.112
70 O 1.7189 -1.1036 -0.6108  C69 1.448, C71 1.432
71 C 2.2852 -0.2992 0.4300  O70 1.432, H79 1.088, H80 1.054, H81 1.094
72 N -0.9546 -2.4039 -0.6978  C68 1.430, H82 0.985, H83 1.035
73 H -2.2714 -1.6507 -2.8026  C67 1.063
74 H -0.9210 -1.0480 -3.7176  C67 1.076
75 H -1.6059 -0.1123 -2.5244  C67 1.061
76 H 0.2943 -2.3880 -2.2922  C68 1.132
77 H 0.0704 0.0656 -0.3587  C69 1.108
78 H 0.9054 0.3190 -1.9118  C69 1.112
79 H 2.7778 0.5325 -0.0697  C71 1.088
80 H 2.9989 -0.8710 0.9546  C71 1.054
81 H 1.4877 0.0427 1.0958  C71 1.094
82 H -0.2113 -2.5819 -0.0770  N72 0.985
83 H -1.5843 -1.7893 -0.1519  N72 1.035
84 C 7.0371 2.0430 0.9129  O85 1.453, H93 1.077, H94 1.058, H95 1.097
85 O 6.4235 1.3552 -0.2105  C84 1.453, C86 1.433
86 C 7.2300 1.2466 -1.3895  O85 1.433, C87 1.504, H96 1.126, H97 1.027
87 C 6.8049 0.1614 -2.3395  C86 1.504, N88 1.490, H98 1.088, H99 1.133
88 N 5.4860 0.3350 -3.0098  C87 1.490, C89 1.483, H100 1.075
89 C 4.4823 -0.5878 -2.4260  N88 1.483, C90 1.538, H101 1.071, H102 1.106
90 C 3.2675 -0.7150 -3.3600  C89 1.538, O91 1.385, H103 1.083, H104 1.068
91 O 3.6613 -1.3988 -4.4982  C90 1.385, C92 1.428
92 C 3.0279 -2.6633 -4.6963  O91 1.428, H105 1.059, H106 1.107, H107 1.167
93 H 7.9875 1.6473 1.2302  C84 1.077
94 H 6.2884 2.0281 1.6605  C84 1.058
95 H 7.3227 3.0364 0.5448  C84 1.097
96 H 8.2469 0.9087 -1.0420  C86 1.126
97 H 7.3698 2.1542 -1.8491  C86 1.027
98 H 6.7614 -0.8067 -1.8441  C87 1.088
99 H 7.5496 0.1391 -3.1932  C87 1.133
100 H 5.6382 -0.1133 -3.9749  N88 1.075
101 H 4.2656 -0.2548 -1.4318  C89 1.071
102 H 4.8145 -1.6427 -2.4168  C89 1.106
103 H 2.7846 0.2284 -3.5820  C90 1.083
104 H 2.6193 -1.3534 -2.8002  C90 1.068
105 H 1.9717 -2.5983 -4.7478  C92 1.059
106 H 3.3065 -3.4917 -4.0176  C92 1.107
107 H 3.2968 -2.9970 -5.7815  C92 1.167
108 C -0.3150 2.9925 -5.1021  O109 1.368, H117 1.087, H118 1.094, H119 1.114
109 O -0.4657 4.0163 -4.2076  C108 1.368, C110 1.387
110 C -0.1365 3.7644 -2.8842  O109 1.387, C111 1.501, H120 1.097, H121 1.100
111 C -0.7236 4.8750 -2.0626  C110 1.501, N112 1.443, H122 1.112, H123 1.138
112 N -2.1661 4.8668 -2.0963  C111 1.443, C113 1.479, H124 1.013
113 C -2.7543 5.9864 -1.3297  N112 1.479, C114 1.526, H125 1.129, H126 1.096
114 C -4.2717 5.9042 -1.4687  C113 1.526, O115 1.386, H127 1.083, H128 1.119
115 O -4.6173 5.9995 -2.8071  C114 1.386, C116 1.422
116 C -6.0254 6.0659 -2.9971  O115 1.422, H129 1.108, H130 1.091, H131 1.127
117 H -0.6608 2.0354 -4.7213  C108 1.087
118 H 0.7128 2.8327 -5.4429  C108 1.094
119 H -0.8586 3.1846 -6.0558  C108 1.114
120 H 0.9532 3.6631 -2.8032  C110 1.097
121 H -0.6088 2.8096 -2.6082  C110 1.100
122 H -0.3096 5.8621 -2.3643  C111 1.112
123 H -0.3310 4.7430 -1.0025  C111 1.138
124 H -2.4431 5.0449 -3.0540  N112 1.013
125 H -2.4793 7.0607 -1.5428  C113 1.129
126 H -2.4398 5.7912 -0.2986  C113 1.096
127 H -4.7208 6.7563 -0.9733  C114 1.083
128 H -4.7248 4.9888 -1.0113  C114 1.119
129 H -6.1341 6.2311 -4.0877  C116 1.108
130 H -6.4661 6.8687 -2.4041  C116 1.091
131 H -6.5368 5.1129 -2.6799  C116 1.127
132 C 6.5054 -5.6588 -1.4338  O133 1.422, H141 1.145, H142 1.157, H143 1.107
133 O 6.2636 -5.0552 -0.1687  C132 1.422, C134 1.438
134 C 6.5754 -3.6576 -0.2997  O133 1.438, C135 1.525, H144 1.105, H145 1.099
135 C 6.4453 -2.9614 1.0505  C134 1.525, N136 1.464, H146 1.085, H147 1.098
136 N 5.2299 -3.5053 1.6600  C135 1.464, C137 1.414, H148 1.064
137 C 5.0098 -3.3243 3.0447  N136 1.414, C138 1.531, H149 1.155, H150 1.150
138 C 5.7089 -4.3554 3.9349  C137 1.531, O139 1.423, H151 1.068, H152 1.095
139 O 6.3429 -3.7632 5.0629  C138 1.423, C140 1.419
140 C 7.2544 -4.5481 5.8161  O139 1.419, H153 1.068, H154 1.104, H155 1.072
141 H 7.5562 -5.4744 -1.8486  C132 1.145
142 H 5.8086 -5.1209 -2.1848  C132 1.157
143 H 6.2690 -6.7394 -1.3830  C132 1.107
144 H 5.8613 -3.2445 -1.0347  C134 1.105
145 H 7.5762 -3.6065 -0.7499  C134 1.099
146 H 6.2007 -1.9214 0.8639  C135 1.085
147 H 7.3588 -3.1384 1.6339  C135 1.098
148 H 4.3249 -3.4551 1.1026  N136 1.064
149 H 3.8981 -3.1778 3.3220  C137 1.155
150 H 5.2329 -2.2672 3.4379  C137 1.150
151 H 6.4530 -4.8231 3.3288  C138 1.068
152 H 5.0573 -5.1410 4.3309  C138 1.095
153 H 7.6240 -3.9539 6.6232  C140 1.068
154 H 8.1853 -4.7722 5.2672  C140 1.104
155 H 6.8168 -5.4215 6.2563  C140 1.072
156 C -4.1206 4.5472 4.1693  O157 1.429, H165 1.061, H166 1.056, H167 1.148
157 O -3.8171 4.0103 2.8800  C156 1.429, C158 1.408
158 C -2.4393 3.7464 2.7636  O157 1.408, C159 1.488, H168 1.127, H169 1.112
159 C -2.2539 3.0650 1.4544  C158 1.488, N160 1.460, H170 1.100, H171 1.090
160 N -3.1632 1.9228 1.4216  C159 1.460, C161 1.479, H172 0.985
161 C -3.6625 1.5295 0.0863  N160 1.479, C162 1.490, H173 1.092, H174 1.099
162 C -4.6424 0.4156 0.2257  C161 1.490, O163 1.392, H175 1.148, H176 1.080
163 O -5.6143 0.8008 1.1448  C162 1.392, C164 1.457
164 C -6.5469 -0.3079 1.2996  O163 1.457, H177 1.117, H178 1.095, H179 1.114
165 H -5.1509 4.8013 4.1730  C156 1.061
166 H -3.5877 5.4368 4.3663  C156 1.056
167 H -4.0094 3.6995 4.9360  C156 1.148
168 H -2.0912 3.0731 3.5971  C158 1.127
169 H -1.8753 4.7021 2.8287  C158 1.112
170 H -1.1959 2.8060 1.3007  C159 1.100
171 H -2.4107 3.7597 0.6287  C159 1.090
172 H -3.9602 2.1056 1.9712  N160 0.985
173 H -2.7871 1.1605 -0.4524  C161 1.092
174 H -4.1490 2.3597 -0.4443  C161 1.099
175 H -4.1352 -0.5911 0.4451  C162 1.148
176 H -5.1078 0.3684 -0.7472  C162 1.080
177 H -6.9176 -0.7370 0.3377  C164 1.117
178 H -7.3856 0.0865 1.8830  C164 1.095
179 H -6.0357 -1.1580 1.8056  C164 1.114
180 C -10.0225 -2.4617 0.5179  O181 1.414, H189 1.086, H190 1.062, H191 1.149
181 O -8.7083 -2.6809 0.0432  C180 1.414, C182 1.475
182 C -8.2201 -4.0362 0.3591  O181 1.475, C183 1.520, H192 1.111, H193 1.079
183 C -7.4469 -3.9929 1.6675  C182 1.520, N184 1.439, H194 1.104, H195 1.093
184 N -6.7831 -5.2080 2.0579  C183 1.439, C185 1.539, H196 1.022
185 C -5.2502 -5.2240 1.9184  N184 1.539, C186 1.477, H197 1.084, H198 1.105
186 C -4.6978 -5.6826 0.6279  C185 1.477, O187 1.457, H199 1.130, H200 1.077
187 O -5.2145 -4.8061 -0.4153  C186 1.457, C188 1.458
188 C -4.4055 -4.8390 -1.6278  O187 1.458, H201 1.097, H202 1.139, H203 1.063
189 H -10.7527 -3.0272 -0.0527  C180 1.086
190 H -10.1930 -1.4138 0.5553  C180 1.062
191 H -10.0281 -2.8540 1.5980  C180 1.149
192 H -7.5495 -4.4065 -0.4455  C182 1.111
193 H -9.0513 -4.7194 0.4424  C182 1.079
194 H -8.1800 -3.6791 2.4306  C183 1.104
195 H -6.7277 -3.1702 1.6418  C183 1.093
196 H -6.9978 -5.5385 3.0011  N184 1.022
197 H -4.8206 -5.9249 2.6243  C185 1.084
198 H -4.8371 -4.2136 2.0918  C185 1.105
199 H -4.9405 -6.7530 0.3583  C186 1.130
200 H -3.6389 -5.5289 0.7483  C186 1.077
201 H -4.9210 -4.2439 -2.3916  C188 1.097
202 H -4.0320 -5.8195 -2.0713  C188 1.139
203 H -3.4868 -4.3538 -1.4054  C188 1.063
204 C 4.6810 3.8948 3.0102  O205 1.436, H213 1.132, H214 1.109, H215 1.084
205 O 4.8927 2.5402 3.4373  C204 1.436, C206 1.407
206 C 4.0097 1.6879 2.7481  O205 1.407, C207 1.491, H216 1.104, H217 1.098
207 C 4.0537 0.3328 3.3696  C206 1.491, N208 1.486, H218 1.166, H219 1.081
208 N 3.6264 0.4759 4.7856  C207 1.486, C209 1.461, H220 1.021
209 C 3.7656 -0.7109 5.6262  N208 1.461, C210 1.488, H221 1.102, H222 1.123
210 C 3.2373 -0.4333 6.9897  C209 1.488, O211 1.412, H223 1.078, H224 1.116
211 O 1.8265 -0.4685 7.0214  C210 1.412, C212 1.383
212 C 1.0903 0.2505 7.9453  O211 1.383, H225 1.106, H226 1.093, H227 1.102
213 H 4.6380 3.9634 1.8812  C204 1.132
214 H 5.4879 4.5177 3.4459  C204 1.109
215 H 3.8124 4.2953 3.5213  C204 1.084
216 H 4.0897 1.8088 1.6541  C206 1.104
217 H 2.9679 1.9266 3.0017  C206 1.098
218 H 5.1107 -0.1553 3.3154  C207 1.166
219 H 3.4248 -0.3682 2.8389  C207 1.081
220 H 4.2190 1.2334 5.1276  N208 1.021
221 H 4.8305 -0.9910 5.6793  C209 1.102
222 H 3.2617 -1.6321 5.2281  C209 1.123
223 H 3.6710 0.4599 7.4093  C210 1.078
224 H 3.5520 -1.2265 7.7092  C210 1.116
225 H 0.0340 0.3445 7.6321  C212 1.106
226 H 1.4936 1.2428 8.1612  C212 1.093
227 H 1.0139 -0.2887 8.9029  C212 1.102